[1]
A 2-piece molecular cluster, C5H9NO overall. Source: the OMol25 dataset; level of theory: ωB97M-V with the def2-TZVPD basis set.

CARTESIAN COORDINATES (ANGSTROEM)
1 C 1.36 1.25 0.37
2 C 2.20 0.12 -0.02
3 N 3.02 -0.69 -0.10
4 O 3.84 -1.52 -0.33
5 H 0.87 0.81 1.23
6 H 2.05 2.11 0.57
7 H 0.81 1.56 -0.41
8 C -1.35 0.61 -1.11
9 C -1.45 -0.64 -0.59
10 C -1.82 -1.03 0.83
11 H -1.09 1.45 -0.60
12 H -1.23 0.79 -2.22
13 H -1.51 -1.52 -1.26
14 H -0.90 -1.04 1.53
15 H -2.26 -2.05 0.99
16 H -2.51 -0.23 1.12

HOMO energy ... -9.30 eV
Gap between HOMO and LUMO ... 10.008 eV
SMILES ... CC#[N+][O-].C=CC
Total charge ... 0
Energy relative to the best compared isomer or geometry (same formula, charge and spin) ... 5.3176 eV
Calculated total energy ... -8863.895 eV

***

[2]
A 2-piece molecular cluster, C4H13NO overall. Source: the OMol25 dataset; level of theory: ωB97M-V with the def2-TZVPD basis set.

CARTESIAN COORDINATES (ANGSTROEM)
1 C -1.30 -1.00 1.07
2 C -0.16 -1.06 0.08
3 C 0.45 0.37 -0.20
4 C -0.45 1.30 -1.11
5 N -0.06 1.12 -2.53
6 H -1.20 -1.84 1.84
7 H -2.28 -1.12 0.76
8 H -1.18 0.00 1.54
9 H 0.80 -1.56 0.32
10 H -0.61 -1.61 -0.74
11 H 0.55 0.92 0.73
12 H 1.44 0.39 -0.56
13 H -0.24 2.43 -0.82
14 H -1.58 1.14 -0.95
15 H 0.41 0.21 -2.62
16 H -1.00 1.33 -3.01
17 O 2.42 -0.20 1.90
18 H 1.52 0.23 2.01
19 H 2.46 -1.05 2.30

HOMO energy ... -9.01 eV
Gap between HOMO and LUMO ... 9.872 eV
SMILES ... CCCCN.O
Total charge ... 0
Energy relative to the best compared isomer or geometry (same formula, charge and spin) ... 1.8593 eV
Calculated total energy ... -7894.802 eV

***

[3]
C47H51BeN6P2S as an isolated structure. Source: the OMol25 dataset; level of theory: ωB97M-V with the def2-TZVPD basis set.

CARTESIAN COORDINATES (ANGSTROEM)
1 Be 0.60 0.26 1.98
2 C -1.31 -2.87 -6.05
3 S -2.64 -3.33 -4.92
4 C -2.73 -1.82 -3.94
5 C -1.53 -1.61 -3.02
6 C -1.64 -0.31 -2.24
7 N -0.51 -0.09 -1.32
8 P 0.85 0.93 -1.73
9 C 0.93 0.73 -3.55
10 C 0.19 1.45 -4.48
11 C 0.32 1.19 -5.84
12 C 1.19 0.21 -6.28
13 C 1.96 -0.50 -5.37
14 C 1.83 -0.23 -4.01
15 C 0.13 2.61 -1.58
16 C -1.18 2.84 -1.14
17 C -1.65 4.13 -0.96
18 C -0.82 5.22 -1.20
19 C 0.49 5.00 -1.63
20 C 0.95 3.71 -1.82
21 P -0.43 -0.83 0.20
22 C -2.18 -1.25 0.52
23 C -2.71 -2.52 0.34
24 C -4.06 -2.75 0.58
25 C -4.89 -1.71 0.99
26 C -4.36 -0.44 1.17
27 C -3.02 -0.21 0.94
28 C 0.38 -2.46 0.00
29 C 0.32 -3.42 1.01
30 C 1.02 -4.61 0.89
31 C 1.81 -4.84 -0.23
32 C 1.88 -3.89 -1.23
33 C 1.18 -2.70 -1.12
34 H -1.21 -3.69 -6.77
35 H -0.36 -2.75 -5.54
36 H -1.56 -1.96 -6.59
37 H -3.65 -1.90 -3.36
38 H -2.85 -0.96 -4.61
39 H -0.61 -1.59 -3.61
40 H -1.45 -2.46 -2.33
41 H -2.58 -0.29 -1.69
42 H -1.67 0.53 -2.93
43 H -0.48 2.24 -4.15
44 H -0.26 1.76 -6.56
45 H 1.29 0.01 -7.34
46 H 2.66 -1.25 -5.71
47 H 2.45 -0.77 -3.30
48 H -1.83 1.99 -0.95
49 H -2.68 4.29 -0.66
50 H -1.19 6.23 -1.07
51 H 1.14 5.84 -1.83
52 H 1.97 3.55 -2.16
53 H -2.09 -3.33 0.01
54 H -4.47 -3.74 0.43
55 H -5.94 -1.90 1.17
56 H -5.01 0.37 1.48
57 H -2.61 0.78 1.07
58 H -0.30 -3.24 1.89
59 H 0.95 -5.36 1.67
60 H 2.36 -5.77 -0.32
61 H 2.49 -4.07 -2.11
62 H 1.23 -1.96 -1.91
63 C -2.28 4.18 3.93
64 C -1.42 3.99 2.68
65 C -0.92 2.63 2.54
66 N -0.51 1.57 2.44
67 H -2.64 5.21 3.96
68 H -1.71 3.98 4.83
69 H -3.15 3.52 3.91
70 H -0.54 4.64 2.70
71 H -1.96 4.23 1.76
72 C -2.23 -2.80 5.27
73 C -2.54 -1.50 4.57
74 N -1.42 -1.16 3.70
75 C -0.12 -1.43 3.96
76 N 0.80 -0.91 3.17
77 C 2.21 -1.32 3.32
78 C 2.38 -2.60 4.11
79 C 1.54 -2.51 5.37
80 N 0.15 -2.26 4.99
81 C -0.88 -2.68 5.94
82 H -2.20 -3.61 4.53
83 H -2.99 -3.03 6.01
84 H -2.71 -0.71 5.31
85 H -3.43 -1.58 3.95
86 H -1.60 -0.53 2.94
87 H 2.76 -0.50 3.79
88 H 2.63 -1.43 2.32
89 H 3.43 -2.74 4.37
90 H 2.05 -3.45 3.52
91 H 1.91 -1.71 6.03
92 H 1.57 -3.44 5.93
93 H -0.93 -1.98 6.78
94 H -0.57 -3.64 6.35
95 N 6.45 5.64 -3.39
96 C 5.86 4.98 -2.65
97 C 5.13 4.16 -1.73
98 C 4.50 4.73 -0.63
99 C 3.78 3.94 0.25
100 C 3.67 2.56 0.04
101 C 4.32 1.99 -1.06
102 C 5.04 2.78 -1.94
103 C 2.83 1.75 0.86
104 C 1.98 1.12 1.44
105 H 4.58 5.80 -0.47
106 H 3.28 4.39 1.10
107 H 4.24 0.93 -1.22
108 H 5.54 2.34 -2.80

HOMO energy ... -10.22 eV
Gap between HOMO and LUMO ... 8.234 eV
Total charge ... +1
Energy relative to the best compared isomer or geometry (same formula, charge and spin) ... 0.0000 eV
Calculated total energy ... -88319.795 eV

***

[4]
A 3-piece molecular cluster, C37H57F6IN5O5 overall. Source: the OMol25 dataset; level of theory: ωB97M-V with the def2-TZVPD basis set.

CARTESIAN COORDINATES (ANGSTROEM)
1 C 1.31 -1.16 -5.75
2 N 0.90 -1.64 -4.41
3 C 1.81 -1.35 -3.33
4 C 1.14 -0.65 -2.11
5 C -0.29 -1.09 -1.87
6 C -1.37 -0.42 -2.70
7 C -2.57 -1.39 -2.78
8 I -4.45 -0.41 -2.81
9 N 1.92 -1.18 -0.90
10 C 2.08 -0.18 0.20
11 C 2.68 -0.88 1.43
12 C 2.01 -0.43 2.71
13 C 0.49 -0.66 2.70
14 C -0.28 0.67 2.60
15 C -1.56 0.57 1.78
16 N -2.65 -0.06 2.56
17 C 2.97 0.92 -0.40
18 C 2.80 2.27 0.32
19 O 1.91 3.05 0.01
20 C 3.87 2.64 1.37
21 F 4.87 3.22 0.66
22 F 4.39 1.52 1.94
23 C 3.40 3.63 2.48
24 F 2.06 3.56 2.66
25 F 3.73 4.88 2.10
26 C 4.08 3.37 3.86
27 F 3.77 4.45 4.63
28 F 5.41 3.32 3.70
29 C 3.58 2.12 4.62
30 O 4.35 1.21 4.88
31 O 2.28 2.09 4.97
32 O 2.72 1.09 -1.77
33 C 1.35 0.87 -2.13
34 C 1.16 1.54 -3.48
35 C 1.41 3.05 -3.34
36 C 0.28 3.78 -2.62
37 C 0.68 5.21 -2.28
38 C -0.29 5.88 -1.32
39 C 0.27 6.08 0.10
40 C -0.42 5.18 1.12
41 O -1.67 5.76 1.50
42 C -2.75 4.85 1.39
43 H 0.82 -0.22 -5.97
44 H 2.39 -1.06 -5.81
45 H 1.03 -1.91 -6.48
46 H 0.68 -2.62 -4.45
47 H 2.65 -0.74 -3.64
48 H 2.22 -2.29 -2.96
49 H -0.32 -2.16 -2.07
50 H -0.53 -0.99 -0.81
51 H -1.74 0.48 -2.22
52 H -1.06 -0.24 -3.71
53 H -2.46 -1.98 -3.69
54 H -2.51 -2.11 -1.98
55 H 2.85 -1.48 -1.17
56 H 1.37 -1.95 -0.53
57 H 1.11 0.21 0.48
58 H 3.75 -0.76 1.43
59 H 2.50 -1.95 1.32
60 H 2.25 0.60 2.93
61 H 2.45 -1.00 3.52
62 H 0.19 -1.32 1.89
63 H 0.24 -1.13 3.64
64 H 0.37 1.41 2.12
65 H -0.50 1.02 3.60
66 H -1.34 0.03 0.86
67 H -1.85 1.58 1.51
68 H -3.43 0.58 2.56
69 H -2.98 -0.87 2.07
70 H 4.00 0.60 -0.30
71 H 1.92 2.98 5.07
72 H 0.68 1.38 -1.45
73 H 0.14 1.45 -3.81
74 H 1.87 1.16 -4.20
75 H 1.46 3.44 -4.35
76 H 2.37 3.26 -2.88
77 H -0.57 3.81 -3.29
78 H 0.00 3.29 -1.70
79 H 0.71 5.78 -3.21
80 H 1.67 5.17 -1.85
81 H -1.23 5.34 -1.23
82 H -0.54 6.87 -1.69
83 H 1.33 5.89 0.14
84 H 0.10 7.09 0.43
85 H -0.59 4.21 0.65
86 H 0.17 5.08 2.02
87 H -2.55 3.96 2.00
88 H -2.92 4.58 0.36
89 H -3.62 5.35 1.79
90 N -0.88 -4.17 -0.53
91 C 0.10 -5.08 -0.60
92 C -0.12 -6.43 -0.81
93 C -1.43 -6.86 -0.97
94 C -2.45 -5.93 -0.90
95 C -2.13 -4.61 -0.68
96 H 1.11 -4.70 -0.47
97 H 0.71 -7.12 -0.86
98 H -1.64 -7.91 -1.13
99 H -3.49 -6.23 -1.00
100 H -2.90 -3.86 -0.62
101 N -4.64 -6.00 1.45
102 C -4.06 -7.05 2.04
103 C -4.48 -7.58 3.25
104 C -5.56 -6.98 3.89
105 C -6.17 -5.89 3.29
106 C -5.67 -5.45 2.08
107 H -3.22 -7.48 1.51
108 H -3.97 -8.43 3.68
109 H -5.91 -7.37 4.84
110 H -7.01 -5.40 3.76
111 H -6.13 -4.60 1.58

HOMO energy ... -11.36 eV
Gap between HOMO and LUMO ... 8.288 eV
Total charge ... +1
Calculated total energy ... -81379.597 eV

***

[5]
C16H34OP2Pb as an isolated structure. Source: the OMol25 dataset; level of theory: ωB97M-V with the def2-TZVPD basis set.

CARTESIAN COORDINATES (ANGSTROEM)
1 P 1.02 -2.28 1.09
2 P 0.60 2.62 1.90
3 C 1.20 -0.52 0.45
4 C 1.33 0.72 1.28
5 H 0.51 -0.27 -0.37
6 H 2.14 -0.63 -0.15
7 H 1.45 0.42 2.31
8 H 2.22 1.21 0.92
9 C -0.84 3.40 1.07
10 H -1.72 3.38 1.72
11 H -1.08 2.81 0.17
12 H -0.65 4.43 0.74
13 C 1.80 3.65 0.99
14 H 1.51 3.92 -0.04
15 H 2.78 3.15 1.00
16 H 1.87 4.56 1.61
17 C -0.38 -3.28 0.49
18 H -0.47 -4.21 1.08
19 H -0.33 -3.59 -0.56
20 H -1.34 -2.75 0.62
21 C 2.70 -2.89 0.74
22 H 3.37 -2.01 0.64
23 H 2.78 -3.47 -0.21
24 H 3.07 -3.51 1.58
25 Pb -2.06 -0.22 -0.04
26 C -0.42 1.28 -1.54
27 C -1.84 1.24 -1.63
28 C -2.51 0.65 -2.87
29 C -1.96 -0.73 -3.28
30 C -1.36 -1.46 -2.11
31 C -0.01 -1.60 -2.09
32 C 0.94 -0.63 -2.73
33 C 0.45 0.88 -2.68
34 C 0.48 -1.99 2.80
35 H 0.11 1.82 -0.75
36 H -2.51 1.96 -1.14
37 H -2.43 1.36 -3.70
38 H -3.57 0.56 -2.59
39 H -2.80 -1.29 -3.73
40 H -1.21 -0.58 -4.06
41 H -2.06 -2.08 -1.53
42 H 0.43 -2.55 -1.77
43 H 1.10 -0.87 -3.80
44 H 1.94 -0.69 -2.25
45 H 1.38 1.48 -2.72
46 H -0.06 1.07 -3.62
47 H 0.77 -0.98 3.13
48 H 0.83 -2.72 3.55
49 H -0.60 -2.04 2.77
50 C -1.31 0.65 3.91
51 O -2.18 0.51 2.85
52 H -1.47 1.58 4.51
53 H -0.32 0.76 3.46
54 H -1.32 -0.25 4.56

HOMO energy (alpha / beta) ... -4.98 / -4.81 eV
Gap between HOMO and LUMO (alpha / beta) ... 4.947 / 4.738 eV
Total charge ... 0
Energy relative to the best compared isomer or geometry (same formula, charge and spin) ... 4.4634 eV
Calculated total energy ... -43005.634 eV